Entry from the Open Molecules 2025 dataset: a molecular structure, C9H25ClIInN2OP2S in a non-equilibrium geometry (the ωB97M-V functional and the def2-TZVPD basis).

Structure (XYZ):
```
43
Properties=species:S:1:pos:R:3:mulliken_charge:R:1
C -0.086 1.379 -1.629 -0.513
C -0.263 1.728 -0.129 0.911
H -0.062 2.347 -2.167 0.410
H -0.954 0.839 -2.094 -0.021
H 0.864 0.869 -1.957 -0.191
O -0.111 2.937 0.172 -0.419
I -0.816 -1.591 2.326 0.189
In 0.184 -2.749 -1.645 1.086
P 2.329 -0.401 -0.076 0.423
C 3.262 0.844 0.973 -1.212
C 3.552 -1.741 0.277 -1.129
H 4.561 -1.322 0.174 0.408
H 4.265 0.055 -1.450 0.466
H 3.429 -2.641 -0.354 0.366
H 2.896 -0.373 -2.501 0.383
H 3.040 0.673 2.033 0.307
H 3.393 -2.087 1.303 0.337
C 3.194 0.166 -1.595 -1.440
H 4.348 0.797 0.821 0.452
H 2.979 1.225 -1.731 0.453
H 2.904 1.855 0.754 0.361
P -2.151 -0.361 -0.075 0.080
C -3.076 0.728 1.114 -1.157
C -3.127 0.287 -1.491 -1.629
H -3.296 -2.553 -0.462 0.357
H -4.405 -1.240 0.120 0.400
H -3.239 -2.098 1.227 0.456
C -3.411 -1.696 0.220 -1.083
H -2.900 -0.230 -2.433 0.379
H -4.171 0.141 -1.229 0.534
H -4.106 0.737 0.758 0.508
H -2.612 1.730 1.166 0.362
H -2.946 1.353 -1.624 0.521
H -3.003 0.334 2.137 0.332
Cl 0.102 -3.883 -3.754 -0.261
N 1.173 0.027 4.242 -0.333
C 0.177 0.767 3.675 0.175
N -0.899 1.166 4.407 -0.332
S -0.092 1.575 2.120 0.048
H 0.885 -0.223 5.192 0.286
H 1.562 -0.715 3.645 0.255
H -1.548 1.663 3.648 0.242
H -1.154 0.862 5.332 0.234
```

Output
Charge: +2
Largest force on an atom in eV/A: 7.48
Energy above the lowest of the compared OMol25 structures with the same formula, charge and spin in kcal per mole: 21.9
LUMO (spin up / spin down) in eV: -10.44 / -9.63